--- a ---
Below is 9 unconnected molecules or ions with the total composition H18O9, with properties calculated with wB97M-V/def2-TZVPD.

Computed properties:
- structure (SMILES) = O.O.O.O.O.O.O.O.O
- LUMO level (eV) = -0.789
- gap between HOMO and LUMO (eV) = 9.41

Last column: Mulliken charge in e.
CARTESIAN COORDINATES (ANGSTROEM)
O -1.37330 -2.14600 0.79691  -0.60
O -1.03732 -2.48545 3.71476  -0.66
O 2.53852 2.41657 -0.66854  -0.61
O -2.29735 0.45117 -1.64187  -0.60
O 0.09226 1.63918 -2.47387  -0.56
O -1.82602 3.31356 -0.67026  -0.62
O 2.50794 -2.82062 0.23874  -0.60
O 2.19847 -0.11275 2.31777  -0.65
O 0.57847 -0.06789 0.03883  -0.81
H 3.33424 -2.91719 -0.24710  0.31
H 0.03690 1.57832 -3.43353  0.28
H -2.69443 3.24810 -0.25806  0.30
H -1.53425 2.40183 -0.76924  0.40
H -0.68047 1.14652 -2.14906  0.28
H 1.67391 -0.17841 1.50102  0.44
H -2.83930 -0.23787 -1.24337  0.25
H 0.28278 0.18414 -0.84764  0.32
H 1.89520 -2.43351 -0.39540  0.30
H -1.03370 -2.03206 2.86299  0.32
H -2.87929 0.88399 -2.28356  0.29
H -0.84567 -2.56161 0.10055  0.33
H 1.63569 2.07831 -0.69726  0.31
H -0.13050 -2.79049 3.82936  0.32
H 2.39746 0.82457 2.40875  0.31
H 2.45460 3.33979 -0.92862  0.31
H -2.28005 -2.16931 0.47031  0.26
H -0.17477 -0.55289 0.42741  0.40


--- b ---
Below is 9 unconnected molecules or ions with the total composition H18O9, with properties calculated with wB97M-V/def2-TZVPD.

Computed properties:
- structure (SMILES) = O.O.O.O.O.O.O.O.O
- LUMO level (eV) = -0.121
- gap between HOMO and LUMO (eV) = 11.09

Last column: Mulliken charge in e.
CARTESIAN COORDINATES (ANGSTROEM)
O -0.59774 4.00748 0.23190  -0.64
O -0.86685 -2.04711 0.45794  -0.60
O 1.60633 -0.82990 -0.64560  -0.59
O -0.03117 1.46977 -1.58791  -0.67
O 2.08572 0.59138 -2.88750  -0.60
O 2.88418 0.42805 3.09476  -0.64
O -1.00659 -2.39827 3.99296  -0.62
O -1.58089 0.65639 0.47128  -0.71
O -2.30704 -3.03908 -3.14707  -0.60
H -1.40471 -2.23130 3.23442  0.29
H -0.06277 2.44555 -1.47035  0.29
H 2.35996 0.23773 -3.73375  0.29
H -1.34325 -1.21263 0.09318  0.36
H -0.98497 3.41995 0.81077  0.30
H 1.75204 -0.98399 0.24246  0.28
H 2.47491 0.00856 -2.18443  0.33
H 0.05619 4.59919 0.79796  0.33
H 3.42450 0.75813 2.37387  0.32
H -1.69358 -2.36807 -3.15562  0.30
H -0.59507 -2.10368 1.34442  0.22
H 0.57796 -0.80162 -0.75657  0.31
H -0.73134 -1.42307 4.36278  0.34
H 0.29620 1.57743 -2.54765  0.32
H -2.60242 -3.06363 -2.28107  0.30
H -1.20456 0.87986 -0.37148  0.44
H -2.48684 0.56457 0.43236  0.35
H 1.98182 0.85830 2.82795  0.32


--- c ---
Below is 9 unconnected molecules or ions with the total composition H18O9, with properties calculated with wB97M-V/def2-TZVPD.

Computed properties:
- structure (SMILES) = O.O.O.O.O.O.O.O.O
- LUMO level (eV) = 0.246
- gap between HOMO and LUMO (eV) = 11.53

Last column: Mulliken charge in e.
CARTESIAN COORDINATES (ANGSTROEM)
O 10.30123 -2.43729 15.45753  -0.64
O 6.06635 5.88317 17.16704  -0.64
O 9.16031 3.42199 12.61013  -0.64
O 10.78977 2.95079 17.47857  -0.64
O 8.51183 -2.98243 11.02403  -0.64
O 8.77767 6.73481 8.50406  -0.64
O 14.21750 7.09088 11.89236  -0.64
O 3.75645 5.84832 12.05391  -0.64
O 10.45822 10.22997 12.14607  -0.64
H 6.42471 6.74536 17.37786  0.32
H 9.89751 3.08994 17.79598  0.32
H 9.02664 2.55096 12.23638  0.32
H 7.99775 -3.70543 11.38350  0.32
H 10.19612 -2.46460 14.50651  0.32
H 6.30998 5.73907 16.25266  0.32
H 4.01530 5.60280 11.16569  0.32
H 8.91836 4.02460 11.90689  0.32
H 9.49831 -2.02481 15.77598  0.31
H 9.02821 7.54772 8.94297  0.32
H 10.70962 2.96154 16.52479  0.32
H 2.95522 5.35055 12.21664  0.32
H 7.98372 -2.65010 10.29815  0.31
H 9.13358 6.82008 7.61959  0.32
H 10.74057 11.11513 12.37634  0.32
H 9.90216 9.95790 12.87614  0.32
H 14.34469 7.66004 12.65137  0.32
H 13.36916 7.35333 11.53505  0.32


--- d ---
Below is 9 unconnected molecules or ions with the total composition H18O9, with properties calculated with wB97M-V/def2-TZVPD.

Computed properties:
- structure (SMILES) = O.O.O.O.O.O.O.O.O
- LUMO level (eV) = -0.823
- gap between HOMO and LUMO (eV) = 10.09

Last column: Mulliken charge in e.
CARTESIAN COORDINATES (ANGSTROEM)
O 1.34547 -1.91901 3.43290  -0.62
O 1.55001 -2.14799 -2.21732  -0.61
O -2.02372 3.58184 -0.67060  -0.59
O 5.64624 0.34454 0.08186  -0.63
O 0.78864 3.52589 -2.03487  -0.62
O -0.56145 -1.74316 -0.60315  -0.76
O -2.33751 1.53792 3.24463  -0.62
O -0.18456 0.45830 0.22178  -0.64
O -3.77516 -2.82861 -1.65262  -0.62
H -4.32541 -2.08954 -1.36983  0.32
H -0.24862 -1.76207 0.30831  0.25
H 1.60776 -2.96318 -2.72832  0.32
H 5.78581 1.11696 -0.47749  0.32
H 0.65049 -2.15145 -1.87113  0.36
H -2.92466 -2.66271 -1.23058  0.29
H -0.83093 -2.65199 -0.77750  0.36
H -2.46946 0.88215 2.55070  0.31
H 4.84063 0.55046 0.56929  0.31
H -0.49269 -0.10153 -0.49977  0.47
H 1.52216 -2.27278 2.55391  0.31
H -2.39773 3.83107 0.18203  0.30
H 0.38620 -1.82958 3.46122  0.32
H 1.22481 3.92577 -1.27404  0.30
H 0.42494 -0.10504 0.71184  0.26
H -1.75642 2.19258 2.84121  0.32
H -2.37905 2.70092 -0.83406  0.30
H 0.93420 2.58025 -1.91839  0.30


Most stable one: a, least stable one: b.


--- a ---
Below is 2 unconnected molecules or ions with the total composition C2H9N6, with properties calculated with wB97M-V/def2-TZVPD.

Computed properties:
- LUMO level (eV) = -4.177
- charge = +1
- gap between HOMO and LUMO (eV) = 8.72

Last column: Mulliken charge in e.
CARTESIAN COORDINATES (ANGSTROEM)
N -2.28991 0.60517 0.93423  0.02
N -1.24675 -0.13797 0.70425  -0.63
N 2.11084 -1.96360 0.39481  -0.89
N -0.46630 0.50106 -0.02619  1.18
N 0.74217 0.12794 -0.26355  -0.79
N -0.37660 2.76475 -1.16149  -0.47
C -0.94717 1.90066 -0.50986  0.24
C -2.31733 1.75156 0.05169  -0.29
H 0.67670 2.85164 -1.42004  0.31
H 2.53026 -2.31459 -0.40631  0.25
H -3.04456 0.16679 1.46827  0.27
H -2.69620 2.66441 0.58448  0.30
H 1.10667 -0.80808 0.08222  0.53
H 1.25915 0.44504 -1.02062  0.17
H 2.77457 -1.53715 1.01253  0.27
H -3.03944 1.50083 -0.78262  0.24
H 1.44710 -2.65690 0.81580  0.29


--- b ---
Below is a molecular structure, C2H9N6, with properties calculated with wB97M-V/def2-TZVPD.

Computed properties:
- LUMO level (eV) = -3.506
- charge = +1
- gap between HOMO and LUMO (eV) = 10.35

Last column: Mulliken charge in e.
CARTESIAN COORDINATES (ANGSTROEM)
N 0.32402 -1.97948 -0.20947  -0.54
N -0.51608 1.39099 -0.00968  -0.53
N -2.17718 -0.13265 0.22188  -0.68
N -0.86097 0.09629 -0.17301  0.66
N 2.56777 -0.46220 -0.04803  -0.41
N 0.02350 -0.76949 0.49448  -0.38
C 1.59559 0.19946 0.12556  0.28
C 1.00771 1.49790 0.07889  -0.26
H 0.08981 -1.96962 -1.29241  0.23
H -2.29307 0.18746 1.12959  0.30
H -0.80488 -0.29060 -1.24074  0.43
H -0.25531 -2.70252 0.29557  0.31
H 1.27645 2.01329 1.08361  0.27
H -2.78502 0.33821 -0.44880  0.29
H -1.02333 1.93197 0.80414  0.35
H 2.45070 -1.44158 0.00605  0.36
H 1.38028 2.09256 -0.81762  0.29


Most stable one: a, least stable one: b.